Record 1
CN5O3 | wB97M-V/def2-TZVPD

Positions of all 9 atoms, in Å:
C -0.633 0.228 0.098
N -2.557 0.367 -0.393
N -1.450 1.076 -0.464
N -1.065 -0.924 0.521
N -2.332 -0.804 0.182
N 2.224 -0.056 -0.111
O 3.372 0.205 0.186
O 1.902 -1.001 -0.788
O 1.348 0.760 0.330

gap between HOMO and LUMO (spin up / spin down) = 9.563 / 9.563 eV
lowest unoccupied orbital energy (spin up / spin down) = 3.00 / 3.00 eV
E_HOMO (spin up / spin down) = -6.565 / -6.564 eV
F_max = 4.47 eV Å⁻¹
2S+1 = 1
net charge = -1
ΔE to the lowest compared entry with this formula, charge and spin = 3.097 eV

---

Record 2
C4H6N2O | wB97M-V/def2-TZVPD

Positions of all 13 atoms, in Å:
C -2.483 0.360 0.056
O -1.487 -0.686 -0.043
C -0.195 -0.267 -0.043
C 0.372 0.993 -0.039
N 1.708 0.858 -0.005
C 1.899 -0.528 0.017
N 0.797 -1.158 -0.004
H -3.403 -0.186 -0.165
H -2.319 1.103 -0.745
H -2.614 0.781 1.175
H -0.119 1.913 -0.190
H 2.387 1.529 0.178
H 2.869 -0.891 0.200

gap between HOMO and LUMO = 8.964 eV
structure (SMILES) = COc1c[nH]cn1
lowest unoccupied orbital energy = 0.87 eV
E_HOMO = -8.091 eV
F_max = 3.48 eV Å⁻¹
2S+1 = 1
net charge = 0
ΔE to the lowest compared entry with this formula, charge and spin = 1.653 eV

---

Record 3
C46H36F5NO3S | wB97M-V/def2-TZVPD

Positions of all 92 atoms, in Å:
H 5.129 -5.812 1.373
N 5.083 -5.155 2.167
C 4.017 -4.473 1.994
C 3.544 -3.328 2.980
C 2.079 -2.973 2.519
C 0.998 -3.258 3.454
C -0.360 -2.978 3.021
C -0.660 -2.418 1.683
C 0.412 -2.082 0.746
C 1.794 -2.384 1.212
S 3.196 -2.007 0.108
C -2.196 -2.232 1.381
O -2.661 -1.299 0.767
C -3.094 -3.383 1.938
C -4.206 -3.964 1.207
C -4.954 -5.064 1.829
C -4.650 -5.573 3.164
O -5.373 -6.590 3.785
C -3.530 -4.992 3.907
C -2.793 -3.926 3.269
C -1.556 -3.286 3.984
O -1.538 -3.022 5.159
H 3.365 -4.716 1.105
H 4.231 -2.434 2.954
H 3.531 -3.778 4.011
H 1.126 -3.683 4.474
H 0.189 -1.634 -0.246
H 3.022 -2.693 -1.068
H -4.480 -3.622 0.186
H -5.802 -5.551 1.288
H -4.874 -7.425 3.729
H -3.250 -5.351 4.925
F -2.854 5.203 -1.700
C -2.741 4.308 -0.702
C -2.465 4.752 0.578
C -2.350 3.828 1.608
C -2.502 2.471 1.344
C -2.775 2.037 0.052
C -2.902 2.962 -0.978
H -2.341 5.812 0.762
H -2.141 4.164 2.616
H -2.407 1.751 2.148
H -2.889 0.979 -0.151
H -3.122 2.645 -1.991
F 3.190 1.031 -2.238
C 2.372 2.064 -2.484
C 1.186 2.141 -1.790
C 0.324 3.197 -2.024
C 0.653 4.170 -2.962
C 1.854 4.083 -3.660
C 2.724 3.024 -3.416
H 0.938 1.370 -1.069
H -0.599 3.247 -1.470
H -0.026 4.994 -3.147
H 2.112 4.837 -4.395
H 3.666 2.941 -3.942
F 5.993 -1.734 3.731
C 5.986 -0.501 4.271
C 6.946 -0.167 5.208
C 6.942 1.107 5.761
C 5.972 2.027 5.378
C 5.010 1.676 4.439
C 5.019 0.406 3.877
H 7.689 -0.899 5.499
H 7.694 1.383 6.490
H 5.967 3.019 5.813
H 4.252 2.392 4.144
H 4.282 0.118 3.136
F -7.187 -2.212 1.747
C -7.263 -1.467 0.630
C -6.114 -0.889 0.121
C -6.192 -0.123 -1.035
C -7.418 0.064 -1.662
C -8.566 -0.518 -1.137
C -8.489 -1.293 0.013
H -5.168 -1.039 0.628
H -5.296 0.328 -1.446
H -7.479 0.665 -2.562
H -9.523 -0.369 -1.624
H -9.371 -1.762 0.431
F 1.344 4.778 -7.251
C 2.489 4.176 -7.618
C 3.108 4.556 -8.796
C 4.293 3.937 -9.171
C 4.840 2.940 -8.371
C 4.205 2.565 -7.193
C 3.026 3.190 -6.811
H 2.662 5.329 -9.410
H 4.790 4.232 -10.088
H 5.763 2.455 -8.668
H 4.629 1.784 -6.572
H 2.523 2.917 -5.894

gap between HOMO and LUMO = 8.256 eV
structure (SMILES) = [H]/N=C/Cc1cc2c(cc1S)C(=O)c1ccc(O)cc1C2=O.Fc1ccccc1.Fc1ccccc1.Fc1ccccc1.Fc1ccccc1.Fc1ccccc1
lowest unoccupied orbital energy = -0.86 eV
E_HOMO = -9.112 eV
F_max = 3.34 eV Å⁻¹
2S+1 = 1
net charge = 0

---

Record 4
C3H3N5 | wB97M-V/def2-TZVPD

Positions of all 11 atoms, in Å:
H 2.668 -0.790 0.505
N 2.258 0.284 0.588
C 1.116 0.124 -0.085
N 0.333 1.361 -0.212
C -0.958 1.488 -0.153
N -1.830 0.280 0.157
C -1.385 -0.894 0.475
N -0.300 -1.557 -0.255
N 0.695 -1.006 -0.659
H -1.308 2.448 -0.348
H -2.090 -1.509 1.090

gap between HOMO and LUMO = 8.055 eV
structure (SMILES) = [H]/N=c1/ncncnn1
lowest unoccupied orbital energy = -1.37 eV
E_HOMO = -9.426 eV
F_max = 7.81 eV Å⁻¹
2S+1 = 1
net charge = 0
ΔE to the lowest compared entry with this formula, charge and spin = 3.793 eV

---

Record 5
C4H6O2 | wB97M-V/def2-TZVPD

Positions of all 12 atoms, in Å:
C -2.565 -0.170 0.058
C -1.168 0.280 -0.079
O -0.740 1.455 0.094
O -0.347 -0.797 -0.014
H -3.360 0.535 -0.359
H -2.781 -1.244 -0.557
H -2.557 -0.592 1.102
H 0.612 -0.272 -0.122
C 2.931 0.707 0.019
C 3.456 -0.387 0.047
H 2.412 1.669 -0.333
H 4.107 -1.185 0.145

gap between HOMO and LUMO = 11.337 eV
structure (SMILES) = CC(=O)O.C#C
lowest unoccupied orbital energy = 0.85 eV
E_HOMO = -10.487 eV
F_max = 4.97 eV Å⁻¹
2S+1 = 1
net charge = 0
ΔE to the lowest compared entry with this formula, charge and spin = 3.399 eV

---

Record 6
C26H61ClNO7 | wB97M-V/def2-TZVPD

Positions of all 96 atoms, in Å:
C 5.622 -1.741 6.511
C 5.422 -0.403 5.605
C 6.825 0.246 5.178
C 6.727 1.481 4.148
C 5.311 2.262 4.178
N 7.911 2.352 4.382
Cl 7.773 3.324 5.800
C 6.865 0.915 2.627
O 6.957 1.748 1.641
O 6.842 -0.427 2.319
H 6.387 -1.491 7.334
H 4.648 -2.106 6.981
H 6.103 -2.542 5.833
H 4.749 -0.685 4.719
H 4.801 0.343 6.236
H 7.464 -0.625 4.766
H 7.347 0.573 6.156
H 5.353 3.003 3.291
H 5.103 2.816 5.152
H 4.414 1.586 3.973
H 8.182 2.890 3.548
C 1.188 1.766 -0.210
C 2.038 2.052 1.016
O 1.446 1.615 2.234
C 1.177 0.222 2.341
C 2.420 -0.641 2.215
H 0.203 2.235 -0.111
H 1.674 2.154 -1.108
H 1.026 0.696 -0.354
H 2.172 3.133 1.106
H 3.040 1.626 0.909
H 0.414 -0.074 1.612
H 0.736 0.067 3.329
H 2.899 -0.529 1.241
H 2.164 -1.696 2.344
H 3.156 -0.364 2.975
C -2.106 0.425 -5.049
C -2.094 1.223 -3.755
O -0.839 1.207 -3.091
C 0.265 1.738 -3.813
C 0.090 3.195 -4.203
H -1.822 -0.615 -4.859
H -3.103 0.442 -5.497
H -1.405 0.826 -5.782
H -2.817 0.783 -3.064
H -2.419 2.254 -3.926
H 0.477 1.117 -4.689
H 1.134 1.653 -3.157
H -0.765 3.342 -4.866
H 0.982 3.560 -4.718
H -0.077 3.809 -3.313
C 1.014 8.110 -1.290
C 1.043 6.621 -0.988
O 1.755 5.860 -1.954
C 3.129 6.185 -2.127
C 3.955 6.018 -0.863
H 0.573 8.292 -2.275
H 0.425 8.640 -0.536
H 2.015 8.545 -1.295
H 0.018 6.243 -0.989
H 1.441 6.430 0.013
H 3.228 7.197 -2.533
H 3.513 5.506 -2.892
H 3.617 6.680 -0.063
H 5.005 6.243 -1.064
H 3.882 4.992 -0.492
C -5.092 -3.626 -1.323
C -5.078 -2.829 -0.028
O -3.822 -2.844 0.635
C -2.720 -2.311 -0.090
C -2.899 -0.854 -0.482
H -4.807 -4.665 -1.135
H -6.089 -3.609 -1.769
H -4.392 -3.223 -2.057
H -5.799 -3.271 0.664
H -5.404 -1.798 -0.197
H -2.510 -2.932 -0.968
H -1.849 -2.396 0.564
H -3.756 -0.710 -1.143
H -2.009 -0.488 -1.000
H -3.065 -0.238 0.407
C -6.870 -9.213 -1.244
C -6.668 -7.709 -1.316
O -6.956 -7.158 -2.595
C -8.283 -7.333 -3.073
C -9.338 -6.713 -2.174
H -6.251 -9.719 -1.991
H -6.601 -9.586 -0.252
H -7.907 -9.495 -1.435
H -5.618 -7.486 -1.110
H -7.249 -7.196 -0.544
H -8.485 -8.396 -3.245
H -8.325 -6.849 -4.052
H -9.346 -7.165 -1.180
H -10.332 -6.844 -2.609
H -9.150 -5.644 -2.045

gap between HOMO and LUMO = 6.098 eV
lowest unoccupied orbital energy = 1.85 eV
E_HOMO = -4.250 eV
F_max = 5.85 eV Å⁻¹
2S+1 = 1
net charge = -1

---

Record 7
C6H10 | wB97M-V/def2-TZVPD

Positions of all 16 atoms, in Å:
C -1.108 1.787 0.986
C -0.467 0.538 0.477
C -1.014 -0.377 -0.370
C -0.148 -1.492 -0.667
C 1.129 -1.145 0.043
C 0.920 0.134 0.873
H -0.436 2.643 0.857
H -2.052 1.995 0.476
H -1.305 1.698 2.061
H -2.022 -0.279 -0.770
H 0.186 -1.783 -3.007
H 0.352 -1.639 -3.724
H 1.480 -2.002 0.632
H 1.894 -1.010 -0.737
H 1.642 0.936 0.670
H 0.966 -0.057 1.954

gap between HOMO and LUMO = 7.777 eV
lowest unoccupied orbital energy = -0.13 eV
E_HOMO = -7.912 eV
F_max = 0.46 eV Å⁻¹
2S+1 = 1
net charge = 0
ΔE to the lowest compared entry with this formula, charge and spin = 3.916 eV

---

Record 8
C40H30Co2N2O5P | wB97M-V/def2-TZVPD

Positions of all 80 atoms, in Å:
O 2.279 1.395 1.680
C 1.887 2.075 0.822
Co 0.973 2.697 -0.553
C 0.578 4.310 -0.079
O 0.438 5.352 0.418
C 2.401 2.984 -1.515
O 3.334 3.013 -2.200
C 0.110 0.958 -1.325
C 0.892 -0.117 -0.819
C 2.167 -0.578 -1.031
C 2.671 -1.892 -0.601
C 3.775 -2.446 -1.304
C 4.427 -3.561 -0.792
C 4.017 -4.146 0.426
C 2.877 -3.673 1.089
C 2.193 -2.571 0.563
Co -0.665 0.216 0.115
C -0.310 -0.419 1.697
O -0.128 -0.854 2.771
C -1.714 1.529 0.601
O -2.336 2.452 0.908
P -2.206 -1.011 -0.636
C -2.633 -2.347 0.514
C -2.526 -3.699 0.162
C -2.691 -4.692 1.138
C -2.988 -4.329 2.457
C -3.134 -2.979 2.808
C -2.945 -1.989 1.837
C -3.825 -0.228 -0.908
C -4.999 -0.748 -0.355
C -6.205 -0.051 -0.494
C -6.242 1.143 -1.222
C -5.075 1.648 -1.804
C -3.860 0.983 -1.619
C -1.955 -1.894 -2.200
C -2.796 -1.679 -3.298
C -2.513 -2.263 -4.537
C -1.370 -3.051 -4.663
C -0.507 -3.264 -3.584
C -0.787 -2.657 -2.354
H -0.309 0.964 -2.338
H 2.882 0.100 -1.623
H 4.002 -2.048 -2.303
H 5.253 -4.014 -1.361
H 4.593 -4.942 0.884
H 2.518 -4.143 2.019
H 1.274 -2.211 1.011
H -2.271 -3.989 -0.854
H -2.600 -5.751 0.866
H -3.123 -5.100 3.224
H -3.414 -2.695 3.830
H -3.060 -0.939 2.109
H -4.983 -1.668 0.222
H -7.116 -0.448 -0.041
H -7.183 1.684 -1.346
H -5.100 2.561 -2.404
H -2.938 1.396 -2.026
H -3.652 -1.022 -3.211
H -3.181 -2.097 -5.387
H -1.144 -3.506 -5.630
H 0.384 -3.889 -3.691
H -0.090 -2.763 -1.525
C 6.847 2.167 6.023
N 5.589 1.647 5.492
C 5.291 1.290 4.194
N 4.005 0.847 4.099
C 3.455 0.924 5.368
C 4.451 1.431 6.267
C 4.290 1.639 7.616
C 3.029 1.315 8.146
C 1.996 0.804 7.334
C 2.215 0.612 5.951
H 6.681 2.317 7.094
H 7.645 1.429 5.856
H 7.076 3.123 5.530
H 6.019 1.355 3.386
H 5.123 2.037 8.200
H 2.864 1.470 9.209
H 1.029 0.562 7.795
H 1.433 0.214 5.297

gap between HOMO and LUMO = 4.386 eV
lowest unoccupied orbital energy = -5.52 eV
E_HOMO = -9.903 eV
F_max = 7.37 eV Å⁻¹
2S+1 = 1
net charge = +1
ΔE to the lowest compared entry with this formula, charge and spin = 0.000 eV

---

Record 9
C21H40Cl3N4O4SiZn | wB97M-V/def2-TZVPD

Positions of all 74 atoms, in Å:
C -3.408 3.943 0.883
C -2.770 2.791 1.574
H -4.037 4.518 1.573
H -4.028 3.588 0.052
H -2.644 4.603 0.461
C -3.287 2.208 2.670
C -4.391 2.738 3.518
H -2.837 1.283 3.038
H -5.367 2.705 3.014
H -4.236 3.778 3.849
H -4.462 2.106 4.416
Zn 2.305 -0.831 -1.782
Cl 3.846 0.808 -1.498
Cl 1.682 -1.307 -3.848
H 6.301 -4.026 -3.493
H 6.352 -1.222 -4.846
C 5.338 -3.501 -3.400
C 5.466 -1.141 -4.195
N 5.546 -2.096 -3.110
H 4.773 -3.963 -2.581
C 6.147 -1.714 -1.948
O 6.591 -2.459 -1.085
H 5.441 -0.143 -3.746
H 6.180 -0.610 -1.851
H 4.780 -3.590 -4.343
H 4.554 -1.303 -4.779
H -2.930 -1.232 -0.614
H -3.680 -0.914 1.813
C -2.617 -2.269 -0.434
C -3.637 -2.014 1.815
N -2.504 -2.468 1.006
H -1.645 -2.465 -0.902
C -1.606 -3.391 1.500
O -0.590 -3.758 0.914
H -3.506 -2.365 2.849
H -1.908 -3.761 2.508
H -3.404 -2.914 -0.859
H -4.600 -2.367 1.412
O -1.822 1.739 -0.360
C -1.490 2.300 0.913
C -0.804 0.005 1.896
C -0.714 1.394 1.885
H -1.319 -0.514 1.084
C -0.181 -0.711 2.932
H -0.833 3.170 0.754
C -0.070 2.056 2.952
H -0.165 -1.797 2.864
C 0.342 -0.052 4.046
C 0.375 1.348 4.065
H -0.020 3.149 2.924
H 0.669 -0.640 4.907
H 0.751 1.881 4.944
Si -1.827 2.211 -1.932
Cl 1.037 -1.381 -0.181
C -2.578 0.666 -2.714
C 0.001 2.298 -2.322
C -2.851 3.685 -2.439
H -2.047 -0.265 -2.441
H -2.591 0.725 -3.809
H -3.612 0.568 -2.344
H -3.904 3.441 -2.207
H -2.795 3.898 -3.523
H -2.599 4.609 -1.895
H 0.600 2.535 -1.436
H 0.193 3.042 -3.098
H 0.342 1.309 -2.669
N 4.162 -1.405 1.104
C 3.515 -2.446 0.486
N 2.745 -3.233 1.326
O 3.630 -2.699 -0.734
H 3.664 -1.014 1.888
H 4.564 -0.691 0.496
H 1.922 -3.620 0.871
H 2.505 -2.804 2.214

gap between HOMO and LUMO = 8.128 eV
lowest unoccupied orbital energy = 2.25 eV
E_HOMO = -5.880 eV
F_max = 2.02 eV Å⁻¹
2S+1 = 1
net charge = -1
ΔE to the lowest compared entry with this formula, charge and spin = 0.000 eV

---

Record 10
C22H42CoN4OS2Sb | wB97M-V/def2-TZVPD

Positions of all 73 atoms, in Å:
Co 0.194 -0.306 -1.896
C -1.268 3.748 -2.388
C -1.056 2.279 -2.275
N 0.112 1.720 -2.271
N 1.210 2.480 -2.357
C 2.345 1.854 -2.207
N 3.482 2.542 -2.313
S 2.482 0.144 -1.825
C -2.184 1.339 -2.198
C -3.503 1.722 -2.397
C -4.501 0.759 -2.373
C -4.156 -0.568 -2.164
C -2.824 -0.872 -1.948
N -1.865 0.054 -1.937
H -0.316 4.264 -2.339
H -1.925 4.110 -1.594
H -1.742 3.987 -3.343
H 3.466 3.508 -2.602
H 4.366 2.066 -2.274
H -3.744 2.760 -2.575
H -5.535 1.037 -2.521
H -4.897 -1.354 -2.166
H -2.505 -1.892 -1.770
C 3.305 0.647 1.827
C 1.991 1.322 2.169
C 1.893 2.721 1.577
C 1.791 1.335 3.675
Sb 0.286 0.135 1.196
C -1.691 0.938 2.002
C -2.801 -0.040 1.648
C -1.558 1.108 3.505
C -1.904 2.275 1.308
C 0.558 -2.053 1.679
C -0.720 -2.785 1.292
C 1.719 -2.519 0.807
C 0.866 -2.207 3.158
H 4.122 1.290 2.169
H 3.435 0.495 0.761
H 3.410 -0.311 2.340
H 2.750 3.308 1.918
H 0.991 3.237 1.911
H 1.913 2.711 0.484
H 2.629 1.885 4.114
H 1.799 0.335 4.107
H 0.877 1.842 3.977
H -2.768 -0.933 2.269
H -2.781 -0.329 0.596
H -3.762 0.450 1.837
H -1.210 0.202 4.004
H -2.546 1.343 3.914
H -0.894 1.931 3.762
H -2.047 2.146 0.235
H -1.077 2.967 1.472
H -2.811 2.740 1.707
H -1.019 -2.564 0.262
H -1.545 -2.546 1.959
H -0.545 -3.862 1.366
H 1.515 -2.337 -0.252
H 1.861 -3.595 0.949
H 2.655 -2.023 1.066
H 0.089 -1.774 3.790
H 1.825 -1.763 3.424
H 0.921 -3.274 3.398
C 0.388 -4.674 -2.631
S 0.585 -3.213 -3.663
C 2.380 -3.248 -3.803
O 0.290 -2.056 -2.710
H 0.656 -5.549 -3.224
H -0.658 -4.740 -2.341
H 1.026 -4.591 -1.753
H 2.660 -4.142 -4.360
H 2.824 -3.253 -2.809
H 2.694 -2.364 -4.355

gap between HOMO and LUMO (spin up / spin down) = 7.631 / 5.610 eV
lowest unoccupied orbital energy (spin up / spin down) = -5.94 / -8.14 eV
E_HOMO (spin up / spin down) = -13.569 / -13.747 eV
expectation value of S² = 6.019
F_max = 0.98 eV Å⁻¹
2S+1 = 5
net charge = +2
ΔE to the lowest compared entry with this formula, charge and spin = 0.166 eV

---

Record 11
C4H12N2 | wB97M-V/def2-TZVPD

Positions of all 18 atoms, in Å:
C -2.164 1.233 0.284
C -1.772 -0.228 0.144
C -0.373 -0.537 0.645
N 0.623 0.055 -0.248
C 1.996 -0.328 0.083
N 2.919 -0.259 -1.021
H -1.667 1.634 1.164
H -1.803 1.890 -0.512
H -3.220 1.424 0.470
H -1.789 -0.525 -0.906
H -2.519 -0.875 0.609
H -0.181 -0.171 1.653
H -0.282 -1.639 0.659
H 0.401 -0.207 -1.199
H 1.991 -1.363 0.472
H 2.350 0.283 0.922
H 2.711 -0.995 -1.688
H 2.780 0.608 -1.530

gap between HOMO and LUMO = 9.990 eV
structure (SMILES) = CCCNCN
lowest unoccupied orbital energy = 1.15 eV
E_HOMO = -8.843 eV
F_max = 0.94 eV Å⁻¹
2S+1 = 1
net charge = 0
ΔE to the lowest compared entry with this formula, charge and spin = 0.535 eV

---

Quick rundown of molecular weight, same order as above: 130.0; 98.1; 777.9; 109.1; 86.1; 535.2; 82.1; 767.5; 612.4; 623.4; 88.2 g mol⁻¹